(one)
One molecule with the formula C3H4N2OS, computed with ωB97M-V with the def2-TZVPD basis set.

XYZ file:
```
11
Properties=species:S:1:pos:R:3:lowdin_charge:R:1
O -0.18 1.81 -0.47 -0.012
C 0.06 0.74 0.36 -0.375
C 1.39 0.06 0.07 -0.084
N 1.28 -1.14 -0.24 0.074
N -0.06 -1.49 -0.19 0.003
C -0.87 -0.44 0.03 -0.773
S -2.51 -0.30 -0.03 0.670
H -1.12 1.75 -0.71 0.064
H -0.03 0.97 1.41 0.148
H 2.36 0.45 0.30 0.120
H -0.33 -2.42 -0.54 0.166
```

Values from the calculation:
total charge = 0
frontier orbital gap = 8.8 eV
SMILES string = O[C@@H]1C=NNC1=S

=====

(two)
One molecule with the formula C3H4N2OS, computed with ωB97M-V with the def2-TZVPD basis set.

XYZ file:
```
11
Properties=species:S:1:pos:R:3:lowdin_charge:R:1
H 1.11 1.73 -1.17 0.032
N 0.17 2.00 -0.93 0.136
C -0.50 1.14 -0.32 -0.210
N -0.06 -0.12 0.17 -0.104
C -1.07 -0.97 0.58 -0.309
O -2.25 -0.82 0.38 0.068
C 1.25 -0.58 0.19 -0.659
S 1.69 -2.11 0.17 0.758
H -1.55 1.30 -0.10 0.123
H -0.68 -1.85 1.10 0.095
H 1.89 0.27 -0.05 0.069
```

Values from the calculation:
total charge = 0
frontier orbital gap = 8.7 eV
SMILES string = [H]/N=C\N(C=O)C=S

=====

(three)
A 2-piece molecular cluster, C3H4N2OS overall, computed with ωB97M-V with the def2-TZVPD basis set.

XYZ file:
```
11
Properties=species:S:1:pos:R:3:lowdin_charge:R:1
O 0.98 0.46 -2.60 0.078
C 1.22 1.04 -1.58 -0.927
N 2.22 1.40 -0.71 -0.145
S 0.51 2.06 -0.36 0.833
H 2.49 0.63 -0.01 0.098
C -1.77 -0.91 1.02 -0.043
C -0.40 -0.99 0.60 -0.300
N 0.70 -1.04 0.24 0.145
H -2.27 -1.77 0.67 0.075
H -2.00 -0.01 0.56 0.053
H -1.69 -0.86 2.17 0.133
```

Values from the calculation:
total charge = 0
frontier orbital gap = 9.4 eV
SMILES string = O=C1NS1.CC#N

=====

(four)
A 2-piece molecular cluster, C3H4N2OS overall, computed with ωB97M-V with the def2-TZVPD basis set.

XYZ file:
```
11
Properties=species:S:1:pos:R:3:lowdin_charge:R:1
N 2.16 2.13 0.64 0.169
N 1.42 2.27 1.47 -0.830
S 0.71 2.59 2.74 0.671
C -0.46 -1.02 0.36 -0.110
C -0.64 -0.43 -1.02 -0.169
C -0.58 -1.12 -2.08 -0.276
O -0.57 -1.60 -3.10 0.212
H 0.43 -0.60 0.76 0.029
H -0.38 -2.17 0.32 0.106
H -1.30 -0.72 1.02 0.077
H -0.79 0.65 -1.10 0.121
```

Values from the calculation:
total charge = 0
frontier orbital gap = 9.1 eV
SMILES string = N#[N+][S-].CC=C=O

=====

The least stable of them is (four).